C29H22I2N5O6Ti as an isolated structure in a non-equilibrium geometry. Source: the Open Molecules 2025 dataset; level of theory: ωB97M-V/def2-TZVPD.

Each line ends with the Mulliken charge.
Element x y z (Å)
Ti (0.54185, -0.13181, 0.39239)  -0.20
O (-3.02787, -1.95582, 1.08268)  -0.68
C (-2.09191, -0.90096, 1.07393)  1.11
O (-0.98946, -1.20899, 0.33980)  -0.47
C (-1.17602, 0.86018, 2.67656)  -0.09
C (-1.61710, 1.77534, 3.62148)  -1.08
C (-0.97685, 2.99971, 3.72548)  -0.77
C (0.14905, 3.26124, 2.95205)  -0.87
C (0.52198, 2.30979, 2.03610)  0.05
N (-0.17714, 1.18726, 1.85468)  0.93
C (1.81549, 2.25937, 1.26247)  0.31
O (2.51378, 3.23501, 1.08396)  -0.75
O (2.03933, 1.04556, 0.86389)  -0.39
H (-2.52495, -2.77062, 0.96886)  0.58
H (-2.42765, 1.50901, 4.28477)  0.65
H (-1.31831, 3.72524, 4.45336)  0.44
H (0.74893, 4.15263, 3.07269)  0.56
I (-0.14768, 0.13533, -7.57597)  0.06
C (0.05214, 0.09756, -5.49251)  -0.59
C (-0.47513, -0.95154, -4.76889)  -0.42
C (-0.36255, -0.95245, -3.38595)  0.10
I (-1.08759, -2.68454, -2.45698)  -0.04
C (0.23631, 0.10873, -2.67880)  -0.32
O (0.26360, 0.19817, -1.35163)  0.90
C (0.86371, 1.10934, -3.46413)  1.09
C (1.72188, 2.20090, -2.85595)  -1.66
N (2.43351, 1.78714, -1.67760)  0.02
C (3.43574, 0.76556, -1.79086)  -1.56
C (3.11744, -0.71334, -1.50546)  1.29
C (3.89649, -1.61878, -2.22052)  -1.13
C (3.86120, -2.97107, -1.93901)  -0.49
C (3.03372, -3.41800, -0.92666)  -0.96
C (2.25991, -2.48596, -0.27350)  -0.29
N (2.28064, -1.17279, -0.54919)  0.57
C (0.74583, 1.10068, -4.84423)  -0.59
H (-0.96114, -1.77925, -5.26512)  0.40
H (2.39490, 2.55357, -3.65284)  0.38
H (1.09389, 3.04874, -2.56857)  0.44
H (2.77867, 2.57397, -1.15037)  0.36
H (3.89626, 0.77222, -2.78683)  0.40
H (4.22601, 1.00779, -1.07617)  0.50
H (4.54577, -1.24268, -3.00021)  0.43
H (4.47494, -3.66354, -2.50116)  0.42
H (2.96984, -4.46342, -0.66144)  0.46
H (1.57787, -2.78748, 0.50995)  0.50
H (1.22208, 1.88784, -5.41654)  0.42
O (0.74996, -1.12264, 2.03777)  -0.22
C (-0.28320, -1.37750, 2.82020)  -0.11
C (-0.19103, -2.27365, 3.86530)  -0.49
C (-1.24960, -2.51699, 4.73491)  -0.86
C (-2.48945, -1.84513, 4.55933)  -0.67
C (-2.67068, -0.95245, 3.56430)  -1.20
C (-1.59966, -0.59982, 2.58769)  2.76
C (-2.87301, 0.26009, 0.47361)  -0.88
N (-2.37668, 1.36075, -0.03030)  -0.07
C (-3.45315, 2.07925, -0.49428)  -0.76
C (-4.61091, 1.39624, -0.26195)  -0.46
N (-4.22291, 0.23822, 0.36384)  -0.06
H (0.75571, -2.78663, 3.99263)  0.48
H (-1.12935, -3.22191, 5.54643)  0.39
H (-3.31043, -2.06755, 5.23129)  0.45
H (-3.63590, -0.47721, 3.41867)  0.58
H (-3.32274, 3.03937, -0.96829)  0.41
H (-5.64095, 1.61722, -0.48334)  0.47
H (-4.79743, -0.54450, 0.62416)  0.23

## Properties
Spin multiplicity = 2
E_LUMO (spin up / spin down) = -0.29 / -0.58 eV
Net charge = 0
ΔE to the lowest compared entry with this formula, charge and spin = 84.7 kcal/mol
E_tot = -89485.4606 eV